Record 1
Here is a structure of composition C34H28ClF6O3P2RuS2Sb in a non-equilibrium geometry from OMol25. Energies are from ωB97M-V/def2-TZVPD.

Positions of all 78 atoms, in Å:
Ru: 2.02 -0.34 -0.12
S: 2.89 1.95 -0.04
P: 0.93 2.27 -0.35
C: 0.43 0.74 0.33
P: -0.96 -0.23 -0.07
S: 0.01 -1.90 -0.51
C: -2.06 -0.24 1.35
C: -1.99 0.77 2.30
C: -2.88 0.77 3.37
C: -3.82 -0.24 3.50
C: -3.87 -1.26 2.56
C: -3.00 -1.26 1.48
C: -1.99 0.35 -1.43
C: -3.06 1.21 -1.17
C: -3.85 1.69 -2.21
C: -3.57 1.30 -3.51
C: -2.51 0.44 -3.77
C: -1.73 -0.04 -2.73
C: 0.61 2.47 -2.12
C: 0.00 3.61 -2.64
C: -0.14 3.75 -4.02
C: 0.34 2.78 -4.87
C: 0.97 1.65 -4.36
C: 1.10 1.50 -2.99
C: 0.26 3.72 0.48
C: 1.09 4.52 1.26
C: 0.56 5.61 1.94
C: -0.80 5.88 1.87
C: -1.64 5.07 1.11
C: -1.11 3.99 0.41
H: -1.25 1.55 2.22
H: -2.83 1.56 4.11
H: -4.50 -0.25 4.34
H: -4.59 -2.06 2.66
H: -3.04 -2.07 0.76
H: -3.30 1.50 -0.15
H: -4.68 2.35 -2.00
H: -4.18 1.66 -4.32
H: -2.30 0.13 -4.79
H: -0.92 -0.73 -2.93
H: -0.36 4.39 -1.99
H: -0.62 4.64 -4.41
H: 0.25 2.90 -5.94
H: 1.37 0.90 -5.02
H: 1.62 0.62 -2.62
H: 2.15 4.29 1.33
H: 1.20 6.23 2.54
H: -1.21 6.72 2.41
H: -2.70 5.28 1.05
H: -1.76 3.37 -0.19
F: 4.10 -0.37 -1.78
Sb: 5.71 -0.50 -0.74
F: 5.60 -2.37 -0.65
F: 4.46 -0.41 0.74
F: 5.78 1.38 -0.75
F: 7.15 -0.54 0.46
F: 6.74 -0.61 -2.30
C: 1.25 -4.06 3.59
C: 0.49 -4.50 2.37
C: -0.90 -4.55 2.40
C: -1.62 -5.04 1.33
Cl: -3.36 -5.16 1.45
C: -0.99 -5.49 0.19
C: 0.39 -5.42 0.13
C: 1.12 -4.92 1.19
O: 2.49 -4.98 1.03
C: 3.30 -3.84 1.24
C: 2.73 -2.61 0.61
O: 2.20 -1.68 1.34
O: 2.76 -2.40 -0.62
H: 0.61 -4.09 4.46
H: 1.63 -3.04 3.49
H: 2.10 -4.72 3.77
H: -1.42 -4.24 3.30
H: -1.56 -5.89 -0.64
H: 0.93 -5.75 -0.75
H: 4.23 -4.06 0.72
H: 3.51 -3.65 2.29

Properties
* multiplicity: 1
* total charge: 0
* Kohn-Sham gap (alpha / beta): 6.102 / 6.080 eV
* energy relative to the best compared isomer or geometry (same formula, charge and spin): 55.98 kcal per mole
* E_LUMO (alpha / beta): -0.0852 / -0.0857 Ha


Record 2
Here is a structure of composition C34H28CoN5O2PS2 in a non-equilibrium geometry from OMol25. Energies are from ωB97M-V/def2-TZVPD.

Positions of all 73 atoms, in Å:
Co: -0.57 -1.45 -0.24
C: 2.47 -2.29 2.08
C: 2.32 -3.23 0.89
C: 1.00 -4.00 0.97
C: 2.40 -2.47 -0.44
C: 3.78 -1.89 -0.78
O: 3.47 -0.67 -1.47
C: 2.16 -0.41 -1.29
N: 1.52 -1.29 -0.60
C: 1.69 0.79 -2.00
C: 2.60 1.36 -2.89
C: 2.26 2.42 -3.70
C: 0.99 2.97 -3.62
C: 0.08 2.45 -2.71
C: 0.40 1.34 -1.93
P: -0.84 0.77 -0.70
C: -0.50 2.12 0.50
C: -1.36 3.19 0.75
C: -0.99 4.18 1.65
C: 0.24 4.13 2.28
C: 1.12 3.09 2.01
C: 0.75 2.10 1.12
C: -2.49 1.13 -1.36
C: -2.78 1.13 -2.72
C: -4.07 1.37 -3.16
C: -5.10 1.56 -2.25
C: -4.84 1.48 -0.89
C: -3.54 1.25 -0.45
H: 2.38 -2.83 3.02
H: 1.69 -1.54 2.04
H: 3.44 -1.78 2.07
H: 3.14 -3.95 0.88
H: 0.16 -3.34 0.81
H: 0.88 -4.47 1.94
H: 0.95 -4.78 0.20
H: 2.11 -3.17 -1.23
H: 4.35 -2.53 -1.45
H: 4.37 -1.64 0.10
H: 3.60 0.96 -2.95
H: 2.98 2.83 -4.40
H: 0.70 3.80 -4.25
H: -0.90 2.90 -2.63
H: -2.31 3.25 0.25
H: -1.67 5.00 1.84
H: 0.52 4.91 2.98
H: 2.09 3.07 2.48
H: 1.44 1.29 0.89
H: -2.00 0.93 -3.44
H: -4.27 1.40 -4.23
H: -6.10 1.76 -2.60
H: -5.64 1.58 -0.18
H: -3.35 1.17 0.62
S: -2.90 -2.13 0.15
C: -2.32 -1.71 1.67
N: -1.15 -1.11 1.80
C: -0.87 -0.78 3.11
C: 0.22 -0.06 3.60
C: 0.34 0.15 4.96
C: -0.62 -0.32 5.86
C: -1.73 -1.00 5.39
C: -1.85 -1.21 4.03
S: -3.17 -1.98 3.18
H: 0.95 0.34 2.92
H: 1.19 0.71 5.33
H: -0.49 -0.15 6.92
H: -2.50 -1.35 6.06
O: -0.71 -2.31 -1.89
N: 0.27 -2.80 -2.58
C: 0.63 -2.33 -3.74
C: 1.80 -2.88 -4.33
N: 2.76 -3.28 -4.82
C: -0.04 -1.29 -4.45
N: -0.58 -0.45 -5.01

Properties
* multiplicity: 2
* total charge: 0
* Kohn-Sham gap (alpha / beta): 7.376 / 7.501 eV
* energy relative to the best compared isomer or geometry (same formula, charge and spin): 4.18 kcal per mole
* E_LUMO (alpha / beta): -0.0166 / -0.0121 Ha